(1)
DFT (ωB97M-V with the def2-TZVPD basis set) results for an isolated ion of composition C4H3O3S and charge -1.

Geometry (Å):
C -1.311 0.230 -0.261
C -0.425 -0.793 -0.223
C 0.776 1.173 0.350
C 0.887 -0.282 0.611
O -0.308 -1.934 -0.766
O 1.338 1.842 -0.438
O 2.101 -0.913 0.179
S -2.903 0.514 0.142
H 0.763 -0.559 1.638
H 1.811 -1.084 -0.687
H -2.729 1.806 -0.544

Values from the calculation:
largest force on an atom = 0.05924 hartree/bohr
energy above the lowest of the compared OMol25 structures with the same formula, charge and spin = 109.4 kcal per mole
total charge = -1

Just the Löwdin charges please, in e? Sure, here they are: number 1, C, carries -0.575; number 2, C, carries -0.549; number 3, C, carries -0.198; number 4, C, carries -0.306; number 5, O, carries -0.089; number 6, O, carries 0.046; number 7, O, carries -0.030; number 8, S, carries 0.621; number 9, H, carries 0.120; number 10, H, carries 0.040; number 11, H, carries -0.078


(2)
DFT (ωB97M-V with the def2-TZVPD basis set) results for one molecule with the formula C4H3OPS.

Geometry (Å):
O -2.856 -0.124 -1.216
P -2.774 -0.219 0.225
C -0.974 0.007 0.484
C -0.117 -0.206 -0.594
C 1.268 -0.175 -0.329
C 1.486 0.305 0.947
S 0.103 0.503 1.890
H -0.501 -0.564 -1.474
H 1.905 -0.142 -1.089
H 2.461 0.615 1.157

Values from the calculation:
largest force on an atom = 0.10389 hartree/bohr
energy above the lowest of the compared OMol25 structures with the same formula, charge and spin = 6.1 kcal per mole
total charge = 0

Just the Löwdin charges please, in e? Sure, here they are: number 1, O, carries -0.489; number 2, P, carries 0.820; number 3, C, carries -0.662; number 4, C, carries -0.204; number 5, C, carries -0.146; number 6, C, carries -0.444; number 7, S, carries 0.943; number 8, H, carries 0.068; number 9, H, carries 0.060; number 10, H, carries 0.054


(3)
DFT (ωB97M-V with the def2-TZVPD basis set) results for one molecule with the formula C4H4.

Geometry (Å):
C -1.349 0.250 0.742
C 0.050 0.117 0.121
C 1.307 -0.528 -0.074
C 0.664 0.065 -1.133
H -2.184 0.916 0.392
H -1.548 0.003 1.833
H 2.255 -0.884 0.328
H 0.807 0.060 -2.209

Values from the calculation:
largest force on an atom = 0.15513 hartree/bohr
energy above the lowest of the compared OMol25 structures with the same formula, charge and spin = 54.9 kcal per mole
total charge = 0

Just the Löwdin charges please, in e? Sure, here they are: number 1, C, carries -0.025; number 2, C, carries -0.287; number 3, C, carries 0.049; number 4, C, carries 0.025; number 5, H, carries 0.012; number 6, H, carries 0.011; number 7, H, carries 0.106; number 8, H, carries 0.109


(4)
DFT (ωB97M-V with the def2-TZVPD basis set) results for one molecule with the formula C4H4.

Geometry (Å):
C -0.179 -0.586 0.059
C -1.531 -0.570 0.042
C 1.149 -0.735 0.029
C -0.893 0.757 -0.007
H 1.540 -1.468 -0.516
H 1.759 -0.160 0.563
H -0.659 1.306 -0.873
H -1.185 1.457 0.703

Values from the calculation:
largest force on an atom = 0.08596 hartree/bohr
energy above the lowest of the compared OMol25 structures with the same formula, charge and spin = 82.5 kcal per mole
total charge = 0

Just the Löwdin charges please, in e? Sure, here they are: number 1, C, carries -0.320; number 2, C, carries 0.108; number 3, C, carries 0.125; number 4, C, carries -0.118; number 5, H, carries 0.028; number 6, H, carries 0.032; number 7, H, carries 0.085; number 8, H, carries 0.061


(5)
DFT (ωB97M-V with the def2-TZVPD basis set) results for a 2-piece molecular cluster, C4H4 overall.

Geometry (Å):
C -0.361 -1.869 1.024
C -0.035 -0.972 1.761
H -0.563 -2.565 0.248
H 0.153 -0.251 2.439
C -0.038 1.007 -0.938
C 0.252 1.785 -1.841
H -0.278 0.357 -0.102
H 0.870 2.507 -2.592

Values from the calculation:
largest force on an atom = 0.07675 hartree/bohr
energy above the lowest of the compared OMol25 structures with the same formula, charge and spin = 57.3 kcal per mole
total charge = 0

Just the Löwdin charges please, in e? Sure, here they are: number 1, C, carries 0.016; number 2, C, carries 0.000; number 3, H, carries 0.028; number 4, H, carries -0.004; number 5, C, carries -0.035; number 6, C, carries -0.052; number 7, H, carries -0.039; number 8, H, carries 0.085


(6)
DFT (ωB97M-V with the def2-TZVPD basis set) results for C4H40B8Ca3O as an isolated structure.

Geometry (Å):
Ca -0.091 2.417 1.145
Ca -1.527 -0.047 -1.632
Ca 1.484 0.884 -1.321
B -0.649 3.321 -0.500
H 0.416 3.295 -0.327
H -1.066 4.229 -0.092
H -0.780 3.289 -1.571
H -1.141 2.482 -0.033
B -3.193 0.535 -1.073
H -2.610 0.838 -0.217
H -4.252 0.726 -0.997
H -2.753 1.133 -1.856
H -2.944 -0.504 -1.223
B 1.674 1.963 0.187
H 2.286 2.550 -0.481
H 0.711 1.909 -0.296
H 2.101 1.004 0.438
H 1.533 2.552 1.080
B 0.188 0.405 -2.639
H 0.574 0.947 -3.488
H 0.970 -0.196 -2.202
H -0.285 1.095 -1.957
H -0.627 -0.220 -2.971
B 2.194 -1.100 -0.948
H 3.272 -1.097 -1.006
H 1.848 -0.237 -0.401
H 1.683 -1.024 -1.895
H 1.840 -1.995 -0.459
B -0.430 0.490 -0.259
H 0.019 0.884 0.639
H 0.394 0.064 -0.811
H -1.149 -0.275 -0.010
H -0.901 1.325 -0.755
B 0.555 1.028 2.274
H 1.074 1.964 2.408
H -0.485 1.112 1.998
H 1.099 0.550 1.474
H 0.627 0.501 3.213
B -1.473 -1.884 -1.392
H -1.741 -1.399 -0.467
H -2.108 -1.573 -2.207
H -0.506 -1.512 -1.694
H -1.560 -2.958 -1.336
C 0.224 -2.280 0.824
C -0.167 -3.006 2.122
C 0.845 -2.405 3.067
O 1.256 -1.165 2.534
C 0.681 -0.885 1.215
H -0.464 -2.234 -0.020
H 1.122 -2.734 0.405
H -0.142 -4.091 2.023
H -1.137 -2.608 2.420
H 1.743 -3.019 3.141
H 0.567 -2.366 4.120
H 1.408 -0.423 0.546
H -0.208 -0.256 1.263

Values from the calculation:
largest force on an atom = 0.36629 hartree/bohr
energy = -2481.0500 Ha
total charge = -2

Just the Löwdin charges please, in e? Sure, here they are: number 1, Ca, carries 1.264; number 2, Ca, carries 1.187; number 3, Ca, carries 1.278; number 4, B, carries -0.535; number 5, H, carries -0.036; number 6, H, carries 0.003; number 7, H, carries 0.036; number 8, H, carries -0.062; number 9, B, carries -0.526; number 10, H, carries 0.011; number 11, H, carries -0.010; number 12, H, carries 0.003; number 13, H, carries -0.066; number 14, B, carries -0.792; number 15, H, carries 0.061; number 16, H, carries -0.070; number 17, H, carries 0.049; number 18, H, carries -0.007; number 19, B, carries -0.707; number 20, H, carries 0.059; number 21, H, carries -0.096; number 22, H, carries -0.026; number 23, H, carries 0.007; number 24, B, carries -0.382; number 25, H, carries 0.027; number 26, H, carries -0.113; number 27, H, carries -0.003; number 28, H, carries 0.010; number 29, B, carries -0.981; number 30, H, carries -0.056; number 31, H, carries -0.041; number 32, H, carries 0.041; number 33, H, carries -0.023; number 34, B, carries -0.651; number 35, H, carries -0.002; number 36, H, carries 0.015; number 37, H, carries 0.003; number 38, H, carries 0.058; number 39, B, carries -0.633; number 40, H, carries 0.003; number 41, H, carries 0.004; number 42, H, carries 0.006; number 43, H, carries 0.032; number 44, C, carries -0.144; number 45, C, carries -0.127; number 46, C, carries -0.237; number 47, O, carries -0.158; number 48, C, carries -0.315; number 49, H, carries 0.043; number 50, H, carries 0.087; number 51, H, carries 0.099; number 52, H, carries 0.109; number 53, H, carries 0.096; number 54, H, carries 0.098; number 55, H, carries 0.026; number 56, H, carries 0.086


(7)
DFT (ωB97M-V with the def2-TZVPD basis set) results for a 15-piece molecular cluster, C4H40N2O15 overall.

Geometry (Å):
C 0.231 0.078 0.739
C -0.232 -1.059 -0.207
C -1.050 -0.593 -1.451
N -1.903 0.510 -1.188
N 1.618 0.324 0.476
C 2.339 1.050 1.562
O 2.346 0.262 2.745
H -0.398 0.988 0.661
H 0.089 -0.277 1.755
H 0.689 -1.502 -0.587
H -0.848 -1.776 0.328
H -0.388 -0.389 -2.293
H -1.702 -1.429 -1.749
H -1.507 1.438 -1.330
H -2.317 0.564 -0.256
H 1.734 0.936 -0.351
H 3.383 1.099 1.267
H 1.809 1.985 1.748
H 1.695 0.545 3.404
H 2.850 -2.642 -1.489
H 1.413 -3.121 -1.494
O 2.168 -3.031 -2.089
H 1.556 -1.879 -3.274
H 1.374 -1.886 -4.775
O 1.348 -1.279 -4.028
H -1.304 2.966 -2.622
H -0.802 4.351 -2.256
O -1.331 3.625 -1.905
H 3.471 -0.984 -0.234
H 3.321 -2.257 0.672
O 3.735 -1.901 -0.137
H 0.557 1.969 -4.734
H 1.382 0.978 -3.976
O 0.974 1.854 -3.869
H -4.012 0.707 1.529
H -3.668 -0.344 2.560
O -4.305 0.363 2.381
H 1.997 2.378 -1.996
H 3.058 1.220 -1.885
O 2.735 2.034 -1.476
H -0.982 1.480 -3.700
H -2.359 1.279 -4.094
O -1.643 1.912 -4.266
H 0.743 -3.131 1.666
H -0.571 -3.187 2.465
O -0.107 -3.604 1.731
H 3.175 -2.738 2.384
H 2.311 -1.421 2.240
O 2.270 -2.407 2.345
H -1.669 1.822 2.590
H -2.662 0.801 3.267
O -1.760 0.916 2.911
H -4.260 -2.986 1.612
H -2.956 -2.131 1.363
O -3.641 -2.356 1.993
H -3.262 3.600 0.508
H -2.197 2.772 -0.180
O -2.573 2.946 0.691
H -0.398 0.519 4.216
H 0.369 -0.442 5.009
O 0.066 0.478 5.068

Values from the calculation:
<S²> = 0.757
largest force on an atom = 0.06323 hartree/bohr
energy above the lowest of the compared OMol25 structures with the same formula, charge and spin = 10.0 kcal per mole
multiplicity = 2
total charge = +1

Just the Löwdin charges please, in e? Sure, here they are: number 1, C, carries -0.168; number 2, C, carries -0.101; number 3, C, carries -0.219; number 4, N, carries 0.089; number 5, N, carries 0.105; number 6, C, carries -0.148; number 7, O, carries -0.038; number 8, H, carries 0.138; number 9, H, carries 0.106; number 10, H, carries 0.088; number 11, H, carries 0.090; number 12, H, carries 0.096; number 13, H, carries 0.141; number 14, H, carries 0.047; number 15, H, carries 0.081; number 16, H, carries 0.105; number 17, H, carries 0.144; number 18, H, carries 0.167; number 19, H, carries 0.087; number 20, H, carries 0.022; number 21, H, carries 0.042; number 22, O, carries -0.055; number 23, H, carries -0.008; number 24, H, carries 0.055; number 25, O, carries -0.078; number 26, H, carries -0.005; number 27, H, carries 0.069; number 28, O, carries -0.052; number 29, H, carries 0.028; number 30, H, carries 0.030; number 31, O, carries -0.023; number 32, H, carries 0.066; number 33, H, carries 0.031; number 34, O, carries -0.064; number 35, H, carries 0.027; number 36, H, carries 0.000; number 37, O, carries -0.049; number 38, H, carries 0.037; number 39, H, carries 0.065; number 40, O, carries -0.027; number 41, H, carries -0.010; number 42, H, carries 0.073; number 43, O, carries -0.054; number 44, H, carries -0.014; number 45, H, carries 0.036; number 46, O, carries -0.066; number 47, H, carries 0.078; number 48, H, carries 0.023; number 49, O, carries -0.055; number 50, H, carries 0.047; number 51, H, carries 0.053; number 52, O, carries -0.067; number 53, H, carries 0.067; number 54, H, carries 0.015; number 55, O, carries -0.030; number 56, H, carries 0.073; number 57, H, carries -0.021; number 58, O, carries -0.046; number 59, H, carries -0.021; number 60, H, carries 0.048; number 61, O, carries -0.050


(8)
DFT (ωB97M-V with the def2-TZVPD basis set) results for a 15-piece molecular cluster, C4H41N2O14S overall.

Geometry (Å):
N 2.139 0.207 -1.398
C 0.960 -0.707 -0.988
C 1.130 -2.143 -1.338
S 1.007 -2.339 -3.225
C 0.684 -0.510 0.522
N -0.714 -0.296 0.916
C -0.791 0.000 2.345
H 2.861 0.287 -0.673
H 1.741 1.163 -1.636
H 2.513 -0.200 -2.290
H 0.146 -0.323 -1.602
H 2.174 -2.346 -1.103
H 0.514 -2.824 -0.817
H -0.065 -3.237 -3.275
H 1.225 -1.290 1.089
H 1.268 0.357 0.846
H -1.190 -1.198 0.789
H -1.803 0.262 2.552
H -0.074 0.784 2.712
H -0.708 -0.850 3.034
H 2.134 -1.414 3.932
H 0.922 -1.378 3.054
O 1.723 -0.889 3.263
H 2.676 4.739 0.560
H 1.782 3.794 1.081
O 2.597 3.792 0.520
H 3.980 0.957 1.693
H 3.310 0.075 2.776
O 3.952 0.076 2.081
H -4.491 -3.114 1.335
H -4.171 -1.806 0.375
O -3.914 -2.698 0.673
H -2.677 0.034 -4.186
H -1.460 0.497 -3.176
O -2.413 0.393 -3.348
H 3.038 2.901 -2.769
H 3.818 2.747 -1.610
O 2.978 2.416 -1.953
H -2.823 0.691 -1.708
H -2.081 0.469 -0.372
O -2.803 0.991 -0.792
H 0.018 2.156 -2.906
H -0.077 2.353 -1.281
O 0.199 1.780 -2.033
H -1.945 2.387 -0.306
H -2.008 3.750 -1.254
O -1.562 3.212 -0.638
H -2.255 -2.905 1.931
H -1.322 -3.972 2.632
O -1.330 -3.114 2.250
H -5.582 -0.451 -0.147
H -4.140 0.207 0.119
O -4.850 -0.321 0.444
H -2.240 -3.996 -0.122
H -2.696 -2.722 -0.829
O -2.018 -3.403 -0.854
H 4.008 -1.259 0.822
H 5.258 -2.011 0.145
O 4.357 -1.710 0.022
H -0.505 4.342 2.080
H -0.416 3.760 0.579
O 0.012 3.846 1.461

Values from the calculation:
largest force on an atom = 0.06348 hartree/bohr
energy above the lowest of the compared OMol25 structures with the same formula, charge and spin = 60.3 kcal per mole
total charge = +1

Just the Löwdin charges please, in e? Sure, here they are: number 1, N, carries 0.171; number 2, C, carries -0.363; number 3, C, carries -0.441; number 4, S, carries 0.692; number 5, C, carries -0.177; number 6, N, carries -0.078; number 7, C, carries -0.122; number 8, H, carries 0.130; number 9, H, carries 0.080; number 10, H, carries 0.156; number 11, H, carries 0.088; number 12, H, carries 0.059; number 13, H, carries 0.062; number 14, H, carries -0.107; number 15, H, carries 0.118; number 16, H, carries 0.115; number 17, H, carries 0.093; number 18, H, carries 0.077; number 19, H, carries 0.109; number 20, H, carries 0.058; number 21, H, carries 0.062; number 22, H, carries 0.019; number 23, O, carries -0.048; number 24, H, carries 0.028; number 25, H, carries 0.001; number 26, O, carries -0.085; number 27, H, carries 0.060; number 28, H, carries 0.007; number 29, O, carries -0.037; number 30, H, carries 0.084; number 31, H, carries -0.009; number 32, O, carries -0.091; number 33, H, carries 0.067; number 34, H, carries 0.037; number 35, O, carries -0.030; number 36, H, carries 0.064; number 37, H, carries 0.075; number 38, O, carries -0.053; number 39, H, carries 0.015; number 40, H, carries 0.042; number 41, O, carries -0.068; number 42, H, carries 0.093; number 43, H, carries 0.063; number 44, O, carries -0.065; number 45, H, carries 0.032; number 46, H, carries 0.068; number 47, O, carries -0.041; number 48, H, carries 0.039; number 49, H, carries 0.030; number 50, O, carries -0.057; number 51, H, carries 0.070; number 52, H, carries -0.010; number 53, O, carries -0.015; number 54, H, carries 0.032; number 55, H, carries 0.007; number 56, O, carries -0.074; number 57, H, carries -0.001; number 58, H, carries 0.044; number 59, O, carries -0.076; number 60, H, carries 0.049; number 61, H, carries 0.016; number 62, O, carries -0.061